1.
Formula: C32H33N2O2PtS2SbSi
Source: the Open Molecules 2025 dataset
Level of theory: wB97M-V/def2-TZVPD

```
74
C32H33N2O2PtS2SbSi, DFT wB97M-V/def2-TZVPD
Pt -0.09529 0.09700 0.02025
S -1.13003 -1.54778 1.75654
C -1.28421 -0.55293 3.17311
C -1.53701 -1.18715 4.39052
C -1.73745 -0.47429 5.55674
C -1.69429 0.91269 5.52393
C -1.42516 1.55801 4.33387
C -1.20291 0.85757 3.14458
S -0.88069 1.77919 1.71163
H -1.58153 -2.26782 4.39346
H -1.93238 -0.99788 6.48761
H -1.87064 1.48364 6.42948
H -1.39100 2.63835 4.29536
C 2.86203 4.41885 -1.85257
N 1.78661 3.53693 -2.22104
C 1.32506 3.46905 -3.49294
C 0.33226 2.61747 -3.81882
C -0.26329 1.80652 -2.77442
O -1.22526 1.05708 -3.04905
N 0.22652 1.89821 -1.52510
C 1.23216 2.71608 -1.18959
O 1.71496 2.83606 -0.08092
H 3.05389 5.12347 -2.66422
H 3.77413 3.84977 -1.63827
H 2.59660 4.96100 -0.94103
H 1.78189 4.14374 -4.21119
H -0.05817 2.54499 -4.82303
C -1.61033 -2.02316 -6.67277
C -0.52199 -1.47619 -6.01513
C -0.56124 -1.28766 -4.64510
C -1.68332 -1.63537 -3.91665
C -2.76284 -2.19336 -4.57953
C -2.73586 -2.38383 -5.94946
Sb -1.79862 -1.19469 -1.80242
C -2.38864 -3.30956 -1.51057
C -1.66300 -4.25882 -2.21998
C -1.87952 -5.61267 -2.04694
C -2.82940 -6.04893 -1.13916
C -3.54705 -5.11789 -0.40945
C -3.31927 -3.76472 -0.58856
C -3.80605 -0.40702 -2.05453
C -4.77101 -0.50867 -1.06342
C -5.98787 0.13952 -1.18856
C -6.24990 0.92079 -2.30095
C -5.29225 1.02641 -3.29721
C -4.08499 0.36740 -3.17318
H -1.58442 -2.17201 -7.74660
H 0.35630 -1.18027 -6.57655
H 0.28241 -0.84684 -4.12979
H -3.64019 -2.47345 -4.01133
H -3.59804 -2.79957 -6.45977
H -0.90968 -3.92455 -2.92444
H -1.29817 -6.33076 -2.61417
H -3.00480 -7.10884 -0.99876
H -4.28120 -5.44727 0.31564
H -3.86485 -3.05485 0.01410
H -4.56587 -1.07961 -0.16747
H -6.73000 0.04866 -0.40576
H -7.18902 1.45367 -2.38606
H -5.48760 1.63786 -4.16979
H -3.32829 0.47566 -3.93556
C 3.47579 -0.01454 -1.21734
Si 2.15748 -0.58833 0.11381
C 2.55658 -2.50570 0.11321
C 3.06249 -0.02635 1.74755
H 4.43730 -0.50021 -1.04714
H 3.63184 1.05754 -1.15427
H 3.15929 -0.24350 -2.23120
H 3.62166 -2.68784 0.24841
H 2.25149 -2.97632 -0.81755
H 2.02496 -3.00191 0.91707
H 4.11058 -0.32378 1.77480
H 2.56653 -0.44834 2.61706
H 3.00733 1.05386 1.83259
```

Summary:
- maximum force (hartree/bohr) = 0.0420
- charge = -2
- energy above the lowest of the compared OMol25 structures with the same formula, charge and spin (kcal per mole) = 52.8
- calculated total energy (eV) = -80129.8706
- HOMO-LUMO gap (spin up / spin down) (eV) = 4.51 / 4.40

2.
Formula: C7H12O2
Source: the Open Molecules 2025 dataset
Level of theory: wB97M-V/def2-TZVPD

```
21
C7H12O2, DFT wB97M-V/def2-TZVPD
C 0.73356 0.51607 0.21648
C 2.15355 0.96194 0.03953
C 0.06346 1.12179 1.40915
C -2.45996 -0.64913 -0.30882
C -1.13666 -1.27337 0.05656
C 0.15476 -0.65212 -0.45462
C 0.13707 0.12817 -1.65620
O 1.33611 -1.68565 -0.13230
O -1.08478 -2.20593 0.83157
H 0.97267 -2.33414 0.49500
H 2.20049 2.05461 -0.01250
H 2.73036 0.65824 0.91656
H -0.41837 2.06003 1.11871
H -0.70221 0.51751 1.87775
H 0.75869 1.34636 2.21763
H 2.61573 0.52300 -0.83783
H -2.43457 0.43447 -0.21777
H -2.67627 -0.86424 -1.35631
H -3.24158 -1.06420 0.32579
H -0.73523 0.11914 -2.28868
H 1.03319 0.28746 -2.23972
```

Summary:
- maximum force (hartree/bohr) = 0.1019
- energy above the lowest of the compared OMol25 structures with the same formula, charge and spin (kcal per mole) = 74.4
- calculated total energy (eV) = -11545.1772
- HOMO-LUMO gap (eV) = 8.94

3.
Formula: CH4BrOP
Source: the Open Molecules 2025 dataset
Level of theory: wB97M-V/def2-TZVPD

```
8
CH4BrOP, DFT wB97M-V/def2-TZVPD
C 0.03648 -0.11501 -0.20654
O -0.13591 -0.97082 0.80292
P -0.73830 1.45632 0.16007
Br 2.97210 0.00689 -0.43714
H 0.71773 -0.38838 -0.98746
H 0.06531 -1.93419 0.67603
H -1.42893 1.39007 -1.06164
H -1.48849 0.55513 1.05375
```

Summary:
- maximum force (hartree/bohr) = 0.0576
- energy above the lowest of the compared OMol25 structures with the same formula, charge and spin (kcal per mole) = 53.7
- calculated total energy (eV) = -82477.6552
- HOMO-LUMO gap (spin up / spin down) (eV) = 6.85 / 6.85

4.
Formula: C44H82F3N3O23
Source: the Open Molecules 2025 dataset
Level of theory: wB97M-V/def2-TZVPD

```
155
C44H82F3N3O23, DFT wB97M-V/def2-TZVPD
C -5.16211 -4.98138 -1.18946
C -4.68601 -4.25867 0.08160
C -3.15586 -3.89228 0.13036
C -2.85903 -3.30309 1.41583
N -2.88665 -2.67905 2.38257
H -5.12065 -4.34698 -2.06749
H -6.23330 -5.24889 -1.06391
H -4.66239 -5.96362 -1.38855
H -4.95411 -4.90473 0.92967
H -5.17249 -3.30421 0.24079
H -2.89086 -3.16364 -0.66422
H -2.41046 -4.74081 0.03651
C 2.72927 -4.02556 2.82792
C 1.56392 -4.40978 3.79759
C 0.16395 -4.47035 3.15201
C 0.13559 -5.12283 1.87526
N 0.18632 -5.40863 0.76209
H 3.67968 -3.79768 3.27258
H 2.43643 -3.15649 2.31812
H 2.80623 -4.80154 2.10532
H 1.52199 -3.61375 4.56932
H 1.85144 -5.36802 4.22986
H -0.12530 -3.46312 2.95668
H -0.49867 -4.93833 3.83731
C 3.72790 5.57133 -1.37726
C 4.63543 4.35842 -0.98016
C 3.91035 2.96631 -1.00253
C 2.87832 2.94963 -0.04857
N 2.09759 2.87198 0.78677
H 4.35045 6.47799 -1.39181
H 2.85507 5.78516 -0.76609
H 3.26910 5.29424 -2.35807
H 5.03404 4.60335 0.06723
H 5.50724 4.41561 -1.61994
H 4.53941 2.07983 -0.83911
H 3.55688 2.87592 -2.05600
C -3.29720 2.60696 2.28874
C -2.26116 1.53333 1.85384
O -1.92768 1.81402 0.46829
C -0.87906 1.17287 -0.01012
O -0.22606 0.31909 0.47008
C -0.57211 1.66730 -1.47233
F -1.47920 1.34224 -2.38801
F -0.50676 3.03272 -1.52623
F 0.62623 1.20730 -1.90826
H -3.35137 2.59132 3.38188
H -4.34089 2.44826 1.92303
H -2.93768 3.55079 1.80472
H -2.52683 0.50839 1.93319
H -1.31994 1.61156 2.45911
C 1.11450 -2.21933 -1.40829
C 0.59747 -2.22947 -2.85114
O -0.12043 -3.43666 -3.21709
C 0.65480 -4.53875 -3.42651
O 1.89185 -4.51047 -3.32059
O -0.15922 -5.49879 -3.81078
C 0.38949 -6.68838 -4.37807
H 0.36319 -2.28400 -0.65519
H 1.69465 -1.29918 -1.17491
H 1.85070 -3.03739 -1.26752
H 1.34595 -2.00900 -3.59131
H -0.10026 -1.38805 -2.98314
H 0.19310 -7.50576 -3.68323
H 1.45689 -6.65263 -4.59737
H -0.19245 -6.81964 -5.26818
C 7.25426 1.89985 -4.60657
C 6.88268 3.30198 -4.78468
O 5.44960 3.29301 -4.49776
C 4.62083 3.96960 -5.31891
O 4.87334 4.54530 -6.32797
O 3.39754 3.97477 -4.72917
C 2.40187 4.80468 -5.39451
H 8.34114 1.67662 -4.57632
H 6.88702 1.37361 -5.48537
H 6.75667 1.46188 -3.78343
H 7.01090 3.77515 -5.76795
H 7.33405 3.97324 -4.04232
H 1.78638 4.15206 -5.94120
H 2.92892 5.52988 -6.03995
H 1.83269 5.36345 -4.63958
C -6.71055 5.99706 -0.62292
C -6.28622 5.21808 0.64773
O -7.53070 4.93406 1.32735
C -7.58648 4.17872 2.43021
O -8.64844 3.98106 2.94728
O -6.38425 3.86500 2.85845
C -6.42779 2.99119 4.01461
H -7.22566 5.31258 -1.30479
H -5.80172 6.27030 -1.20711
H -7.29963 6.91391 -0.40415
H -5.67908 5.83963 1.34269
H -5.71368 4.30959 0.50704
H -5.56999 2.33465 3.96087
H -7.32703 2.35761 3.88035
H -6.35125 3.57954 4.92053
C 2.78422 1.03177 -9.41503
C 2.46639 2.06225 -8.39547
O 2.12473 1.43756 -7.12801
C 3.10176 1.32178 -6.22521
O 4.30472 1.38750 -6.39311
O 2.52440 1.14385 -5.04941
C 3.34150 0.69410 -3.93593
H 3.02968 1.50280 -10.36333
H 2.01417 0.39213 -9.68814
H 3.66030 0.38522 -9.12416
H 1.60189 2.60798 -8.77712
H 3.37117 2.65832 -8.23296
H 4.09897 1.46063 -3.62277
H 3.80639 -0.27621 -4.20238
H 2.51848 0.46621 -3.19695
C -6.35227 1.07782 9.43008
C -6.43014 -0.17382 8.66493
O -6.39408 0.13118 7.20081
C -5.80162 -0.67286 6.37076
O -5.21103 -1.70044 6.61368
O -6.06211 -0.29408 5.12062
C -5.93155 -1.22599 4.04027
H -7.14417 1.74234 9.16870
H -5.38054 1.51708 9.30775
H -6.44764 0.91492 10.50234
H -7.38580 -0.66119 8.85039
H -5.56485 -0.84718 8.84055
H -5.87754 -2.29142 4.37880
H -5.05191 -1.03623 3.48930
H -6.86770 -1.12043 3.50186
C 5.84848 -0.74279 0.31451
C 4.39121 -1.17911 0.04815
O 4.30090 -2.57765 -0.30620
C 4.68272 -2.89755 -1.52073
O 5.33570 -2.17713 -2.21992
O 4.40782 -4.14285 -1.81080
C 4.95647 -4.60281 -3.08555
H 6.10594 0.33496 0.51654
H 6.47245 -0.96808 -0.50535
H 6.26613 -1.19491 1.20448
H 4.08487 -0.52048 -0.76866
H 3.57998 -1.03063 0.83118
H 5.07949 -5.66008 -2.89357
H 5.77110 -4.01140 -3.31851
H 4.15301 -4.48422 -3.76456
C -1.78909 -2.75784 6.15274
C -1.69908 -1.62966 5.14835
O -0.30594 -1.39366 4.96790
C 0.16602 -0.12062 5.03961
O -0.50342 0.88128 5.18898
O 1.48707 -0.16510 4.83830
C 2.04317 1.17994 4.77469
H -1.46965 -2.43241 7.18799
H -1.30072 -3.67444 5.89363
H -2.83952 -3.01168 6.17859
H -2.19264 -0.70947 5.56646
H -2.19723 -1.85830 4.23582
H 1.61121 1.75033 3.94849
H 3.11943 1.05722 4.79042
H 1.77363 1.75052 5.66690
```

Summary:
- maximum force (hartree/bohr) = 0.0613
- calculated total energy (eV) = -106671.6348
- HOMO-LUMO gap (eV) = 10.88

5.
Formula: C33H55Cl2O5P2
Source: the Open Molecules 2025 dataset
Level of theory: wB97M-V/def2-TZVPD

```
97
C33H55Cl2O5P2, DFT wB97M-V/def2-TZVPD
C -1.92831 -6.23423 0.75693
C -1.42703 -5.39064 -0.57579
C -0.35116 -4.19384 -0.21262
C 0.17348 -3.58463 -1.65199
C -1.13783 -2.79738 -2.31342
C -0.56152 -1.82533 -3.50938
C -1.62132 -0.69423 -4.04562
C -2.44631 0.07883 -2.81620
C -3.97348 -0.55021 -2.60843
C -4.66504 -0.04029 -1.18805
C -5.08809 -1.35874 -0.29599
C -5.15980 -1.08809 1.32420
C -4.31304 -2.26646 2.08741
C -3.75839 -1.82191 3.59386
C -2.14026 -2.16149 3.79227
C -1.27948 -0.92788 4.44043
P 0.02876 -0.15551 3.26107
C -1.35108 0.46970 2.12140
C -1.17542 1.92868 1.44601
C -2.54353 2.87366 1.63076
C -1.97588 4.44450 1.57431
O -1.79539 5.21443 2.65309
O -1.62623 4.97521 0.22411
C 1.45216 0.45581 2.10544
O 2.01680 1.70488 2.63888
C 2.80068 2.26770 1.52295
C 4.44214 1.96191 1.56759
C 5.40656 2.50532 0.34535
C 4.71223 3.34733 -0.90047
C 3.09474 3.70352 -0.94775
C 2.14035 3.14332 0.30176
P 0.07033 1.64741 4.49411
O -1.49748 2.38465 4.66697
O 0.87471 1.40649 6.01919
H -2.03342 -7.37852 0.53441
H -2.98848 -5.77616 1.05400
H -1.13709 -6.00434 1.61364
H -2.39457 -5.00242 -1.11021
H -0.92546 -6.16966 -1.30296
H 0.53554 -4.66664 0.41877
H -0.82709 -3.31147 0.41171
H 0.48816 -4.48987 -2.33862
H 1.09206 -2.86554 -1.51100
H -1.62310 -2.18774 -1.41272
H -1.85653 -3.61890 -2.74735
H 0.44154 -1.34267 -3.11253
H -0.31217 -2.52406 -4.42264
H -1.06920 0.17546 -4.63416
H -2.39032 -1.22430 -4.76409
H -2.55859 1.21513 -3.11824
H -1.86237 0.05471 -1.79468
H -4.64012 -0.18635 -3.52126
H -3.86161 -1.71406 -2.68075
H -5.65194 0.51931 -1.49456
H -3.97719 0.70610 -0.59329
H -6.17386 -1.67324 -0.66586
H -4.35872 -2.22959 -0.59911
H -4.86760 0.00884 1.63526
H -6.30318 -1.22462 1.63292
H -5.03470 -3.19229 2.23398
H -3.45694 -2.61993 1.37062
H -4.36521 -2.40498 4.43723
H -3.94404 -0.67649 3.79974
H -2.10315 -3.05611 4.56847
H -1.74911 -2.56456 2.76630
H -0.68730 -1.37531 5.36621
H -2.04948 -0.15715 4.87255
H 1.05731 -0.69763 4.11880
H 0.08144 -1.41088 2.52033
H -2.36091 0.43515 2.72387
H -1.47532 -0.33700 1.25003
H -1.09087 1.76821 0.26638
H -0.29055 2.59351 1.80605
H -3.11054 2.66546 2.63333
H -3.27428 2.76005 0.70549
H -1.23612 4.21715 -0.33216
H 2.31922 -0.36041 2.19371
H 1.16238 0.48462 0.97080
H 4.90651 1.33028 2.45550
H 6.55843 2.28736 0.34871
H 5.36633 3.72956 -1.82066
H 2.60483 4.31675 -1.84506
H 1.00025 3.40759 0.23892
H -1.75841 2.19812 5.63234
H 0.95973 2.31689 6.44058
Cl 7.56139 3.89264 -1.83854
C 7.79296 3.37635 -3.47105
C 7.03091 2.35572 -4.05163
Cl 5.78061 1.52844 -3.19290
C 7.27203 1.97620 -5.37605
C 8.26695 2.61346 -6.12008
C 9.02220 3.63361 -5.54341
C 8.78619 4.01418 -4.22106
H 6.68669 1.18281 -5.83505
H 8.45202 2.31396 -7.14904
H 9.79548 4.13270 -6.12294
H 9.38148 4.81006 -3.77936
```

Summary:
- maximum force (hartree/bohr) = 0.1721
- charge = -1
- calculated total energy (eV) = -88953.2041
- HOMO-LUMO gap (eV) = 4.80

Q: What is the calculated total energy in the first record?
A: -80129.8706 eV

Q: Among the records above, which one has the lowest maximum force?
A: C32H33N2O2PtS2SbSi

Q: Which formula does entry 2 have?
A: C7H12O2

Q: What is the maximum force in the fourth record?
A: 0.0613 hartree/bohr